C5H7N | the ωB97M-V functional and the def2-TZVPD basis

XYZ file:
```
13
C5H7N (the ωB97M-V functional and the def2-TZVPD basis)
N -1.0514 0.5457 0.4056
C -1.0324 0.0626 -1.0115
C 0.6461 -1.4287 0.0031
C 0.3957 0.8997 0.2852
C 0.5621 0.1753 1.5499
C 0.4625 -0.1745 -0.8515
H 1.4127 -0.4777 1.7675
H -0.0100 0.5149 2.4050
H -1.3314 0.9345 -1.6350
H 1.1781 -0.1177 -1.6890
H 0.6827 1.9518 0.1435
H -1.6760 -0.7971 -1.2518
H -0.2385 -2.0889 -0.1209
```

The value obtained for the HOMO-LUMO gap (spin up / spin down) is 7.3 / 8.2 eV.

=====

C28H74FFeO10 | the ωB97M-V functional and the def2-TZVPD basis

XYZ file:
```
114
C28H74FFeO10 (the ωB97M-V functional and the def2-TZVPD basis)
Fe -3.2566 -2.7274 -1.2300
F -2.9960 -3.5896 -3.0097
O -7.6159 -2.8573 0.2271
O -3.2166 -1.3084 0.2573
O -0.1426 -0.6376 -6.0608
O -5.3441 -2.0445 -1.8088
O -2.5976 -0.9304 -2.5019
O -0.0724 -1.4940 1.4057
O -2.7335 -5.9093 -4.6261
O -1.2390 -3.0472 -0.8107
O -0.5255 -10.0076 -1.1679
O -4.1437 -4.2107 -0.2713
C -3.6624 -0.5985 1.3903
C -5.9507 -1.1739 -2.6958
C -4.8890 -6.3429 -4.2209
C -4.1116 -5.1309 0.8060
C 1.2111 -2.3743 3.2263
C -0.2719 -3.8684 -1.3518
C -2.7921 -9.5125 -0.8911
C 0.8675 0.1861 2.7967
C -8.8159 -3.6419 0.4186
C -1.2322 -8.1136 -2.3484
C -9.0022 -3.7832 1.9683
C -3.9062 -6.0794 -5.3079
C -6.8413 -1.9636 -3.6070
C -0.5378 -1.8741 -6.6315
C -0.2844 -2.9431 -5.5989
C -4.2855 -4.8104 -6.0566
C 0.2724 -1.2243 2.7875
C -3.6393 -6.5601 0.3982
C -6.6993 -0.1516 -1.8105
C -1.9924 -1.5856 -6.9116
C -2.5998 1.1966 -3.5801
C 0.7885 -2.9568 -1.8786
C -2.1734 0.4516 -2.2728
C 0.2057 -4.9296 -0.3457
C -0.6966 0.4410 -2.0131
C -1.6449 -9.5434 -1.9056
C -5.0314 -1.1516 1.9848
C -9.9687 -3.0777 -0.3625
H -2.9298 -0.6048 2.1974
H -0.5209 -3.9031 -6.0578
H -1.9345 1.0114 -4.4234
H -7.1475 0.6752 -2.3615
H -5.0870 -2.2211 2.1879
H -3.8411 0.4310 1.0802
H -3.1253 -10.5352 -0.7146
H -1.3332 -7.3146 -1.6139
H 1.6928 0.3974 2.1168
H -2.4066 -2.4604 -7.4130
H -9.7716 -3.1663 -1.4308
H -7.5485 -1.4096 -4.2243
H -0.5903 -10.9525 -1.0109
H -4.2004 -6.9128 -0.4672
H -0.7431 -2.6351 -0.0995
H -6.2376 -2.7214 -4.1064
H 0.5456 -4.3607 0.5197
H -8.1705 -4.0064 2.6365
H -4.6599 -4.0261 -5.3987
H -5.4101 -0.6767 2.8899
H -5.9065 0.3159 -1.2266
H -2.4962 2.2669 -3.4018
H -3.9200 -6.9851 -5.9141
H -6.9916 -3.0379 0.9336
H -10.9257 -3.5947 -0.2908
H -0.7357 -0.8204 1.2390
H -3.6448 1.0956 -3.8730
H -0.0084 -2.0908 -7.5593
H -1.7672 -10.2294 -2.7438
H -5.8738 -6.4899 -4.6643
H 2.1110 -2.4151 2.6125
H -0.2234 -0.1108 -2.8254
H 0.6999 -2.8267 -5.1454
H -2.5957 -6.5827 0.0844
H -0.5644 -5.6734 -0.1409
H 1.0385 -2.1137 -1.2345
H 0.0737 0.8199 2.4013
H -3.4684 -4.6680 1.5544
H -2.4551 -9.0382 0.0307
H -6.0018 -2.5868 -1.3673
H -0.5532 -4.4150 -2.2519
H -2.5013 -1.1324 -3.4355
H 1.1026 -5.3771 -0.7739
H -3.5587 -8.8596 -1.3085
H -5.2013 -0.5761 -3.2147
H -3.3941 -4.3873 -6.5199
H -2.0709 -0.6877 -7.5245
H -7.5991 -2.4274 -2.9756
H 0.4640 -2.4997 -2.8134
H 1.4581 -2.3302 4.2870
H -2.5845 0.9184 -1.3777
H -4.6833 -7.2686 -3.6834
H -5.6805 -0.8739 1.1543
H -5.0561 -5.4919 -3.5606
H 1.1201 0.4199 3.8309
H -8.5228 -4.5560 -0.0977
H -0.6473 -1.2892 3.3689
H -0.3904 -8.1225 -3.0407
H -0.2433 1.4311 -2.0614
H -0.3543 -0.0203 -1.0867
H -0.9043 -2.9084 -4.7030
H -0.4780 0.1084 -6.5634
H -5.0521 -5.2440 1.3453
H -7.4635 -0.4655 -1.0996
H -2.0303 -7.8715 -3.0502
H 1.6919 -3.5434 -2.0457
H 0.6193 -3.2878 3.2848
H -3.7116 -7.3150 1.1812
H -9.6766 -4.6241 2.1298
H -9.3315 -2.8004 2.3057
H -4.9463 -5.0686 -6.8841
H -2.8334 -5.0983 -4.1223
H -9.9510 -2.0020 -0.1875
H -2.5744 -1.4458 -6.0007
```

The value obtained for the HOMO-LUMO gap (spin up / spin down) is 9.3 / 7.9 eV. As for the spin multiplicity: 6.

=====

C38H50AsClF2N4O7Si3Tl | the ωB97M-V functional and the def2-TZVPD basis

XYZ file:
```
107
C38H50AsClF2N4O7Si3Tl (the ωB97M-V functional and the def2-TZVPD basis)
Tl -0.1527 0.9525 -2.1858
As 2.1889 -0.6792 2.1662
Cl 0.1961 -4.6783 -7.8297
Si 2.4534 -3.0788 2.3853
Si 2.6902 0.1076 4.4781
Si 4.0510 0.0630 0.6019
F -4.0587 0.9375 1.5260
F -2.6957 1.8132 2.9170
O 0.3712 2.6689 0.0372
O -3.9690 -5.5937 1.6543
O -1.5079 2.0281 -3.9415
O 1.8741 -0.5164 -4.1316
O -3.0508 -3.2802 1.2031
O 1.0421 -2.2629 -2.1796
O -2.6956 4.7780 2.0168
N -5.0333 -3.9293 0.3306
N -1.8153 3.4939 -0.0527
N -1.9253 3.1566 -1.3199
N -2.3337 -1.2027 -2.2876
C 1.1786 4.8821 3.4706
C -5.1131 -5.1701 1.0165
C -3.8513 -2.2060 -0.7698
C 1.6133 -2.4368 -7.2123
C -1.0668 5.6876 3.5400
C -2.9690 2.7811 -5.5733
C 4.1246 -1.0367 -0.8879
C 0.9464 -3.4649 3.4232
C -3.9591 4.7560 -3.9240
C -4.9595 -1.6564 -1.4489
C 0.2192 5.7169 4.0467
C 3.8788 -0.8888 5.5084
C 0.8393 4.0888 2.4202
C -2.4859 2.7340 -4.2431
C 2.0291 -1.4413 -6.3421
C 3.3546 1.7480 0.1816
C 4.0971 -3.3873 3.1944
C -3.9316 -3.2091 0.3652
C 3.4252 1.8309 4.2843
C -3.0612 3.8145 -3.3609
C -0.5949 3.2845 0.4917
C 1.0484 0.3820 5.3521
C 5.7502 0.2425 1.5066
C -4.1638 4.8245 -5.2509
C 0.6752 -3.7077 -5.3719
C 1.7873 -1.5099 -4.9028
C 1.0502 -3.0757 -3.1052
C 2.2924 -4.0576 0.8138
C 1.2254 -2.8096 -4.4922
C 0.8534 -3.5059 -6.7453
C -3.3758 -0.8379 -3.0584
C -1.4015 4.8375 2.4413
C -3.9622 1.4689 2.7943
C -3.6083 3.8867 -6.0967
C -0.4002 4.1048 1.8160
C -4.7161 -0.9306 -2.6169
C -2.7277 3.9576 -2.0223
C -2.5701 -1.9381 -1.2002
H -3.0915 -0.4051 -3.9993
H 0.4716 6.4278 4.8875
H 1.9040 -2.4626 -8.2528
H 3.3215 -1.7421 5.9791
H 1.1810 -3.9943 4.3977
H 0.6747 -0.4385 5.9821
H 0.1725 -4.6362 -5.1473
H 4.7433 -1.2670 4.9124
H 4.5732 -0.6716 -1.7838
H 0.8328 -4.1662 -2.9068
H 4.2744 -0.2554 6.3949
H 4.6986 -1.9208 -0.5640
H -5.4073 -5.9270 0.2122
H 2.7312 2.6843 4.1738
H -4.7402 5.6197 -5.6816
H -2.6471 4.3135 1.0948
H 4.8229 -2.6022 2.7969
H 3.9849 -3.2327 4.2698
H 6.5551 -0.3335 1.0276
H 1.7733 -5.0117 0.9730
H -5.4744 -0.3641 -3.1321
H 0.2551 0.7380 4.7027
H -3.7232 4.0317 -7.1851
H 4.0543 2.1841 5.1434
H 4.0795 1.8940 3.4115
H 0.3018 -4.1082 2.7859
H -1.6577 -2.2153 -0.6371
H -1.8841 6.3119 3.8441
H -5.9758 -1.8101 -1.1000
H 6.0765 1.2711 1.3856
H -5.5761 -3.9519 -0.5612
H -3.0780 4.8500 -1.4880
H 4.5313 -4.4099 3.0417
H 3.3972 2.4744 0.9884
H 3.7995 2.1107 -0.7071
H -4.7080 2.3072 2.8644
H 1.5820 3.3883 2.0283
H 1.6785 -3.5199 0.0939
H 2.5577 -0.5741 -6.7702
H 3.2086 -4.2815 0.2605
H 3.1464 -1.4225 -1.1043
H -4.5550 5.3617 -3.2275
H 5.7382 -0.1298 2.5696
H 2.2684 1.5548 -0.0965
H -2.5755 2.0353 -6.2637
H -6.0034 -5.0545 1.6851
H 0.4105 -2.5105 3.6946
H -3.2709 -4.8497 1.7343
H 1.2594 1.2411 6.0450
H 2.2085 4.9327 3.7976
```

The charge is -1. The value obtained for the HOMO-LUMO gap (spin up / spin down) is 2.4 / 2.4 eV.

=====

C9H13N2 | the ωB97M-V functional and the def2-TZVPD basis

XYZ file:
```
24
C9H13N2 (the ωB97M-V functional and the def2-TZVPD basis)
N 0.6578 -0.8070 -0.4783
N -1.6253 -0.5458 -0.4743
C 2.2090 1.0163 -1.4636
C -0.5537 -1.3229 -0.4500
C -0.7431 -2.7950 -0.5725
C 1.2335 0.5635 -0.4063
C -1.5024 1.5283 0.8289
C -1.6646 0.8670 -0.3377
C 1.1550 1.1831 0.7791
C -0.9543 0.9407 2.0492
C 0.3817 0.6778 1.9724
H -0.1423 -3.3605 0.1456
H -2.4390 -1.0813 -0.1461
H -1.7857 -2.9786 -0.4376
H -1.6358 0.6433 2.8751
H 1.4965 -1.3923 -0.6091
H 1.8339 2.0527 -1.7989
H -0.4909 -3.0826 -1.6193
H 2.2171 0.2503 -2.3243
H 3.1843 1.2142 -0.9760
H 1.8140 2.0829 1.0132
H -1.5771 2.5505 0.9113
H 1.0245 0.3457 2.6806
H -2.0932 1.4498 -1.1615
```

The charge is +1. The value obtained for the HOMO-LUMO gap (spin up / spin down) is 6.5 / 7.6 eV. As for the spin multiplicity: 3.

=====

C18H40F6KNO12S2 | the ωB97M-V functional and the def2-TZVPD basis

XYZ file:
```
80
C18H40F6KNO12S2 (the ωB97M-V functional and the def2-TZVPD basis)
K -13.4940 15.5243 -0.3232
S -9.7644 11.6327 -1.1326
S -11.7559 11.7175 -2.8272
F -9.4156 13.6802 0.7255
F -13.7049 10.0166 -3.4120
F -11.9718 9.0638 -2.3415
F -13.4363 10.2510 -1.1682
F -10.1223 11.7667 1.4158
F -7.9958 12.0746 0.7348
O -10.7223 11.2099 -3.7892
O -12.5484 18.9776 0.4632
O -8.8218 12.1184 -2.0900
O -4.1956 19.3039 2.9331
O -15.6554 5.0694 1.6400
O -13.7629 2.7281 2.6418
O -5.3384 6.2678 -6.0562
O -4.5785 8.9110 -5.0043
O -9.7739 10.1886 -0.9029
O -10.9560 17.9570 -1.6016
O -2.7121 21.4468 3.8186
O -12.7234 12.6374 -3.3909
N -11.1896 12.2791 -1.3643
C -13.4650 3.8411 1.7704
C -5.7057 8.2910 -4.4794
C -5.2917 18.6748 2.3242
C -14.2796 5.1895 2.1602
C -9.2591 12.3407 0.5699
C -4.7507 10.3457 -4.8054
C -10.9540 17.3790 -2.8939
C -13.1658 1.4591 2.3771
C -13.6089 19.6153 1.1522
C -11.4825 19.7401 -0.0593
C -1.5670 22.1955 4.2760
C -12.8191 10.1136 -2.3844
C -11.2996 19.3369 -1.5372
C -3.6482 20.2511 1.9237
C -5.5136 4.8301 -6.0583
C -5.6959 6.7910 -4.7645
C -2.4511 20.8932 2.5988
C -16.3297 6.3312 1.6730
H -12.2516 19.4890 -2.0458
H -6.7193 6.5774 -4.4558
H -14.4056 18.9154 1.4040
H -17.3804 6.1298 1.4644
H -1.4254 22.2146 5.3566
H -5.9380 8.3769 -3.4179
H -10.6368 20.0330 -2.0512
H -11.9792 17.1526 -3.1867
H -1.6351 23.2188 3.9068
H -14.0693 5.5253 3.1756
H -13.2598 0.5418 2.9583
H -3.3211 19.6838 1.0523
H -13.5690 1.0874 1.4351
H -10.7134 18.2705 -3.4730
H -10.5927 19.6115 0.5569
H -4.9555 10.5800 -3.7607
H -11.7657 20.7927 -0.0601
H -5.1096 6.2756 -4.0037
H -5.5231 10.8137 -5.4157
H -15.9478 7.1518 1.0656
H -5.9114 19.3652 1.7520
H -1.6961 20.1322 2.7961
H -3.7692 10.7980 -4.9477
H -13.3026 20.2617 1.9747
H -6.5449 8.6536 -5.0731
H -0.5778 21.9047 3.9223
H -12.4247 4.1095 1.9540
H -5.0441 4.2571 -5.2586
H -13.5543 3.7198 0.6908
H -5.1371 4.5871 -7.0519
H -4.8586 17.8862 1.7088
H -10.2663 16.5335 -2.9144
H -13.8490 5.9447 1.5027
H -16.2846 6.6480 2.7149
H -2.0268 21.6536 1.9432
H -14.1378 20.2739 0.4632
H -4.4328 20.9823 1.7292
H -6.5472 4.4919 -6.1322
H -12.1025 1.6208 2.2000
H -5.8354 18.1896 3.1348
```

The value obtained for the HOMO-LUMO gap is 7.4 eV.

=====

C25H30N5O2ReS2 | the ωB97M-V functional and the def2-TZVPD basis

XYZ file:
```
65
C25H30N5O2ReS2 (the ωB97M-V functional and the def2-TZVPD basis)
Re 0.7354 -0.2463 -0.2231
S 1.0975 1.6597 0.9751
S 2.4183 -0.1701 -1.7334
O 1.5464 -1.2921 1.0894
O -1.0796 -0.6394 0.9459
N -0.9176 -0.0950 -1.5509
N 1.1504 2.0485 3.5980
N 3.5665 2.2572 -1.1219
N 4.3514 1.0645 -2.9355
N 1.7792 -0.0592 3.0554
C 3.7216 -4.5570 4.0951
C -3.0063 -0.4364 -3.3599
C 1.4473 1.7433 5.0229
C -2.1638 -0.4217 -1.1275
C 7.3081 3.6544 -4.3879
C -0.7334 0.0972 -2.8856
C -1.7468 -0.0507 -3.8008
C 3.5909 -3.3888 4.8424
C 5.3487 1.9832 -3.4060
C 3.5393 1.2093 -1.9165
C 6.1221 4.1862 -3.8997
C 7.5037 2.2787 -4.3994
C 0.6627 3.4156 3.3417
C 1.3259 1.1424 2.6733
C -0.8330 3.5278 3.5877
C -3.2117 -0.6196 -2.0018
C 1.9397 -1.1518 2.3765
C 5.1264 3.3537 -3.4079
C 6.5230 1.4344 -3.9082
C 2.9286 1.8931 5.3229
C 2.6853 -3.5079 2.2038
C 3.2702 -4.6155 2.7796
C 3.0068 -2.2761 4.2773
C 2.5472 -2.3260 2.9500
C -2.3802 -0.4773 0.3483
H 4.1776 -5.4298 4.5430
H -2.8192 0.4622 0.6942
H 5.9579 5.2546 -3.9170
H 3.5233 1.1870 4.7450
H 2.3356 -3.5555 1.1827
H 3.9446 -3.3568 5.8632
H -4.1823 -0.9034 -1.6181
H 0.2598 0.3777 -3.1952
H 8.4208 1.8612 -4.7908
H -1.1317 -0.5951 1.9105
H 0.8603 2.4535 5.6021
H 8.0750 4.3117 -4.7730
H -1.3932 2.9302 2.8669
H 3.0992 1.7008 6.3811
H 3.3778 -5.5286 2.2116
H -1.1018 3.2059 4.5931
H -3.0231 -1.3093 0.6336
H 2.9856 2.2882 -0.2966
H 2.8970 -1.3647 4.8475
H 4.3041 2.9459 -1.2287
H -1.1406 4.5664 3.4786
H -1.5441 0.1211 -4.8481
H -3.8150 -0.5880 -4.0623
H 0.9163 3.7080 2.3244
H 3.2753 2.9048 5.1124
H 1.2278 4.0667 4.0080
H 4.3218 0.1740 -3.4188
H 6.6750 0.3618 -3.9088
H 4.1801 3.7850 -3.1027
H 1.0833 0.7428 5.2409
```

The charge is +3. The value obtained for the HOMO-LUMO gap (spin up / spin down) is 5.5 / 5.7 eV. As for the spin multiplicity: 2.

=====

C3H4ClFO | the ωB97M-V functional and the def2-TZVPD basis

XYZ file:
```
10
C3H4ClFO (the ωB97M-V functional and the def2-TZVPD basis)
Cl 1.4979 -1.7481 0.0331
F 2.9165 0.2669 0.0395
O -1.3373 -1.1602 0.0751
C 1.5860 -0.1372 -0.1175
C -0.8810 0.1726 0.0854
C 0.4435 0.5984 -0.0670
H -1.1536 0.5638 1.0351
H -1.5454 0.9001 -0.5707
H 0.7065 1.6891 0.1772
H -2.2332 -1.1452 -0.6900
```

The value obtained for the HOMO-LUMO gap is 9.2 eV. The SMILES is OC/C=C(/F)Cl.

=====

We obtain energy above the lowest of the compared OMol25 structures with the same formula, charge and spin values of 8.969; 2.123; 6.640; 1.555; 0.000; 0.000; 2.620 eV for the records listed above, in that order.